No. 1
This record from the OMol25 dataset describes a molecular structure, C39H30AsMoN4O3S4SbSe at a distorted geometry. The level of theory is ωB97M-V/def2-TZVPD.

Geometry as XYZ:
```
84
Properties=species:S:1:pos:R:3
Mo 0.031 0.124 -1.004
C -1.294 -0.732 4.425
O -1.100 -0.834 3.041
C -2.216 -0.990 2.259
C -3.518 -1.067 2.725
C -4.576 -1.212 1.828
C -4.343 -1.246 0.478
C -3.036 -1.133 -0.025
C -2.783 -1.119 -1.417
N -1.657 -0.714 -1.960
N -1.648 -0.813 -3.299
C -0.507 -0.501 -3.840
O 0.508 -0.125 -3.131
C -0.387 -0.646 -5.294
C 0.866 -0.648 -5.903
C 0.970 -0.810 -7.272
C -0.168 -0.961 -8.046
C -1.418 -0.957 -7.444
C -1.532 -0.804 -6.079
C -1.951 -1.054 0.875
O -0.712 -1.075 0.444
H -0.327 -0.460 4.844
H -2.024 0.047 4.672
H -1.619 -1.689 4.851
H -3.729 -1.028 3.782
H -5.584 -1.292 2.210
H -5.159 -1.333 -0.222
H -3.566 -1.430 -2.104
H 1.759 -0.522 -5.300
H 1.939 -0.813 -7.747
H -0.086 -1.069 -9.118
H -2.306 -1.066 -8.050
H -2.500 -0.789 -5.601
S -0.920 1.782 0.697
C -0.044 1.787 2.199
C -0.502 2.679 3.175
C 0.159 2.810 4.375
C 1.324 2.092 4.601
C 1.784 1.210 3.640
C 1.084 1.001 2.454
As 1.677 -0.369 1.186
C 3.590 -0.037 1.558
C 4.448 -1.005 2.069
C 5.730 -0.658 2.468
C 6.175 0.646 2.351
C 5.338 1.608 1.813
C 4.056 1.270 1.425
C 1.422 -2.047 2.219
C 1.007 -3.220 1.600
C 0.853 -4.394 2.320
C 1.095 -4.418 3.680
C 1.488 -3.254 4.316
C 1.658 -2.086 3.592
H -1.387 3.257 2.955
H -0.215 3.490 5.126
H 1.866 2.217 5.527
H 2.720 0.689 3.809
H 4.110 -2.035 2.156
H 6.393 -1.410 2.872
H 7.169 0.913 2.679
H 5.680 2.625 1.693
H 3.401 2.031 1.008
H 0.807 -3.233 0.535
H 0.547 -5.299 1.817
H 0.988 -5.337 4.235
H 1.670 -3.260 5.382
H 1.984 -1.193 4.110
S 5.286 -0.616 -1.315
Sb 3.320 -0.344 -2.415
S 1.707 -1.826 -1.201
S 2.067 1.442 -1.170
Se 0.461 2.617 -3.225
N -0.726 1.836 -2.100
C -1.920 2.456 -2.240
C -3.091 2.183 -1.533
C -4.222 2.932 -1.782
C -4.214 3.976 -2.708
C -3.079 4.267 -3.430
C -1.914 3.511 -3.220
N -0.760 3.718 -3.863
H -3.100 1.416 -0.772
H -5.132 2.706 -1.244
H -5.112 4.565 -2.849
H -3.053 5.074 -4.148
```

Values from the calculation:
Calculated total energy in a.u.: -8487.4519
Strongest force on any atom in eV/A: 3.0
ΔE to the lowest compared entry with this formula, charge and spin in kcal per mole: 7.8
Net charge: -1
Spin multiplicity: 2
Gap between HOMO and LUMO (spin up / spin down) in eV: 5.1 / 5.0

---

No. 2
This record from the OMol25 dataset describes a gas-phase ion, C2H8N (charge +1) at a distorted geometry. The level of theory is ωB97M-V/def2-TZVPD.

Geometry as XYZ:
```
11
Properties=species:S:1:pos:R:3
C -1.258 -0.046 0.041
N 0.110 -0.009 -0.538
C 1.148 0.052 0.546
H -1.163 -0.610 0.957
H -1.909 -0.552 -0.663
H -1.557 0.980 0.193
H 0.426 -0.790 -1.108
H 0.219 0.864 -1.052
H 0.813 0.751 1.293
H 1.199 -0.934 0.986
H 2.095 0.304 0.084
```

Values from the calculation:
Calculated total energy in a.u.: -135.4876
Structure (SMILES): C[NH2+]C
Strongest force on any atom in eV/A: 1.7
ΔE to the lowest compared entry with this formula, charge and spin in kcal per mole: 8.3
Net charge: +1
Gap between HOMO and LUMO in eV: 15.2

---

No. 3
This record from the OMol25 dataset describes C5H5NS2 in the gas phase at a distorted geometry. The level of theory is ωB97M-V/def2-TZVPD.

Geometry as XYZ:
```
13
Properties=species:S:1:pos:R:3
S -1.802 2.718 0.053
C -0.395 1.872 -0.039
N -0.264 0.534 -0.032
C -1.351 -0.335 -0.037
C -0.847 -1.593 -0.137
C 0.573 -1.540 -0.206
C 0.925 -0.232 -0.075
S 2.507 0.468 -0.153
H 0.540 2.404 -0.200
H -2.385 0.066 0.085
H -1.421 -2.510 -0.153
H 1.228 -2.339 -0.282
H 2.693 0.488 1.177
```

Values from the calculation:
Calculated total energy in a.u.: -1044.6270
Structure (SMILES): S=Cn1cccc1S
Strongest force on any atom in eV/A: 2.2
ΔE to the lowest compared entry with this formula, charge and spin in kcal per mole: 5.2
Gap between HOMO and LUMO in eV: 8.4

---

No. 4
This record from the OMol25 dataset describes a gas-phase ion, C4H12N3O (charge -1) at a distorted geometry. The level of theory is ωB97M-V/def2-TZVPD.

Geometry as XYZ:
```
20
Properties=species:S:1:pos:R:3
N -0.558 -0.256 2.087
C 0.514 0.662 1.758
N 1.601 0.179 0.959
C 1.383 -0.006 -0.489
C 0.251 -0.889 -0.984
N -1.084 -0.495 -0.631
C -1.511 0.770 -1.442
O -0.946 0.870 -2.650
H -1.085 -0.465 1.239
H -0.189 -1.099 2.480
H 0.045 1.497 1.212
H 0.825 1.122 2.697
H 2.020 -0.642 1.391
H 1.240 1.006 -0.899
H 2.282 -0.452 -0.859
H 0.398 -1.005 -2.059
H 0.425 -1.891 -0.552
H -1.751 -1.185 -0.962
H -1.235 1.614 -0.756
H -2.624 0.665 -1.540
```

Values from the calculation:
Calculated total energy in a.u.: -399.0888
Structure (SMILES): NCNCCNC[O-]
Strongest force on any atom in eV/A: 1.6
ΔE to the lowest compared entry with this formula, charge and spin in kcal per mole: 42.8
Net charge: -1
Gap between HOMO and LUMO in eV: 6.8

---

No. 5
This record from the OMol25 dataset describes C20H23N3O3 in the gas phase. The level of theory is ωB97M-V/def2-TZVPD.

Geometry as XYZ:
```
49
Properties=species:S:1:pos:R:3
C 2.495 -3.084 -0.210
C 1.737 -4.381 0.068
O 2.011 -5.416 -0.851
C 1.414 -5.277 -2.124
C -0.079 -5.667 -2.142
C -0.961 -4.596 -2.794
N -1.021 -3.383 -2.013
C -0.339 -2.261 -2.344
O 0.324 -2.178 -3.363
C -0.470 -1.122 -1.389
C -0.258 0.161 -1.918
C -0.329 1.298 -1.144
C -0.615 1.126 0.203
C -0.795 -0.163 0.761
C -0.728 -1.296 -0.038
N -1.016 -0.048 2.111
C -0.964 1.220 2.361
N -0.731 1.998 1.260
C -0.659 3.399 1.207
C -1.366 4.092 0.236
C -1.293 5.472 0.165
C -0.515 6.161 1.075
C 0.192 5.483 2.055
C 0.133 4.097 2.136
O 0.797 3.340 3.050
C 1.649 3.980 3.970
H 2.294 -2.370 0.584
H 2.187 -2.640 -1.153
H 3.563 -3.283 -0.251
H 0.658 -4.175 0.107
H 2.044 -4.785 1.037
H 1.987 -5.946 -2.771
H 1.537 -4.257 -2.501
H -0.214 -6.603 -2.684
H -0.410 -5.836 -1.115
H -1.976 -4.982 -2.926
H -0.552 -4.323 -3.770
H -1.559 -3.402 -1.162
H -0.027 0.231 -2.970
H -0.153 2.276 -1.565
H -0.840 -2.266 0.422
H -1.105 1.647 3.334
H -1.982 3.539 -0.457
H -1.846 6.002 -0.594
H -0.451 7.238 1.030
H 0.794 6.044 2.752
H 2.082 3.181 4.569
H 2.450 4.527 3.463
H 1.095 4.663 4.622
```

Values from the calculation:
Calculated total energy in a.u.: -1165.9247
Structure (SMILES): CCOCCCNC(=O)c1ccc2c(c1)ncn2-c1ccccc1OC
Strongest force on any atom in eV/A: 0.8
ΔE to the lowest compared entry with this formula, charge and spin in kcal per mole: 39.8
Gap between HOMO and LUMO in eV: 9.2

---

No. 6
This record from the OMol25 dataset describes a molecular structure, C39H30BrCl6N6O5S2Y at a distorted geometry. The level of theory is ωB97M-V/def2-TZVPD.

Geometry as XYZ:
```
90
Properties=species:S:1:pos:R:3
Y -0.663 -0.593 -0.092
S -2.634 1.383 -0.187
C -3.871 0.201 -0.538
S -3.414 -1.433 -0.778
C -5.196 0.616 -0.684
C -5.573 1.986 -0.644
N -5.931 3.083 -0.634
C -6.224 -0.303 -1.030
N -7.085 -1.018 -1.313
O -0.901 -0.989 -2.639
C -1.627 -0.534 -3.538
C -1.861 -1.348 -4.786
C -3.291 -1.894 -4.856
C -4.312 -0.878 -5.354
C -4.460 0.355 -4.473
C -3.194 1.200 -4.371
N -2.189 0.678 -3.459
H -1.135 -2.159 -4.754
H -1.652 -0.738 -5.672
H -3.584 -2.253 -3.865
H -3.291 -2.758 -5.526
H -5.284 -1.368 -5.448
H -4.028 -0.558 -6.368
H -4.765 0.065 -3.467
H -5.259 0.988 -4.871
H -3.445 2.191 -3.988
H -2.752 1.348 -5.364
H -2.194 1.080 -2.512
Cl -5.352 1.207 4.942
C -4.157 0.270 4.050
C -2.818 0.602 4.143
C -1.883 -0.139 3.442
C -2.250 -1.234 2.640
C -1.237 -1.980 1.859
C -3.619 -1.537 2.586
C -4.568 -0.795 3.269
H -2.505 1.444 4.747
H -0.840 0.151 3.507
H -1.605 -2.974 1.584
H -0.317 -2.095 2.445
H -3.949 -2.362 1.967
H -5.619 -1.039 3.189
Cl 3.528 -3.163 -1.861
C 3.118 -1.663 -2.674
Cl 2.701 -2.016 -4.376
Cl 4.547 -0.587 -2.651
C 1.933 -0.991 -1.966
N 1.299 -1.371 -1.016
Br -1.652 5.482 -4.231
C -0.292 4.176 -4.307
C 0.589 4.158 -5.381
N 1.558 3.260 -5.515
C 1.670 2.331 -4.567
C 0.838 2.282 -3.458
C -0.174 3.225 -3.314
C 0.928 1.203 -2.422
O 1.746 0.236 -2.787
O 0.278 1.279 -1.404
H 0.497 4.903 -6.163
H 2.454 1.594 -4.689
H -0.837 3.185 -2.459
Cl 6.482 -1.324 3.680
C 6.046 0.128 4.548
C 7.122 0.932 4.898
C 6.940 2.149 5.521
C 5.644 2.564 5.787
C 4.578 1.760 5.451
Cl 2.981 2.338 5.817
C 4.710 0.493 4.831
N 3.549 -0.210 4.615
C 3.388 -1.473 3.969
C 3.489 -2.633 4.721
C 3.238 -3.864 4.137
C 2.848 -3.924 2.807
C 2.711 -2.759 2.066
C 2.988 -1.518 2.632
C 2.822 -0.256 1.826
C 1.533 0.487 2.244
O 1.487 0.963 3.385
O 0.616 0.588 1.370
H 8.113 0.580 4.644
H 7.787 2.769 5.781
H 5.441 3.515 6.259
H 2.715 0.376 4.447
H 3.765 -2.551 5.764
H 3.324 -4.769 4.725
H 2.627 -4.878 2.345
H 2.396 -2.800 1.031
H 2.801 -0.495 0.767
H 3.662 0.419 2.014
```

Values from the calculation:
Calculated total energy in a.u.: -8379.1278
Strongest force on any atom in eV/A: 1.0
ΔE to the lowest compared entry with this formula, charge and spin in kcal per mole: 0.0
Net charge: -2
Gap between HOMO and LUMO in eV: 5.5